1.
Molecular formula: C9H14O
Method: DFT, ωB97M-V/def2-TZVPD

Geometry (Å):
C  -3.06403  1.01477  0.13739
C  -1.59430  1.04881  0.31098
C  -0.84677  1.44125  -0.91546
C  0.49720  1.30562  -1.02797
C  1.15984  0.81817  0.16856
O  2.30629  0.06361  0.12824
C  0.57358  0.63784  1.44678
C  -0.85158  0.58514  1.33559
H  -3.61600  0.22124  0.57527
H  -3.26172  0.89073  -0.92107
H  -3.58840  1.92872  0.50342
H  -1.33708  2.02538  -1.71255
H  0.97249  1.84014  -1.95735
H  2.86522  0.28065  -0.55123
H  1.04741  0.63889  2.31823
H  -1.29421  0.49972  2.35555
C  0.83180  -3.25828  -1.13408
C  0.77206  -2.28348  -0.02845
H  1.42218  -4.06782  -0.87689
H  -0.18510  -3.60609  -1.50881
H  1.37811  -2.75372  -1.89681
H  -0.28286  -1.77558  0.06685
H  0.81948  -2.84744  0.94014
H  1.74341  -1.64274  -0.12067

- E_LUMO (eV) = 0.82
- max |F| (Eh/bohr) = 0.1599
- orbital gap (eV) = 8.9
- ΔE to the lowest compared entry with this formula, charge and spin (kcal per mole) = 74.15

2.
Molecular formula: C16H18N2O
Method: DFT, ωB97M-V/def2-TZVPD

Geometry (Å):
C  0.96939  3.06309  0.90010
C  1.81396  2.64716  -0.02404
C  3.21252  2.17267  0.25120
O  3.61715  1.11633  -0.59595
C  2.98298  -0.08694  -0.49815
C  3.37134  -1.05472  -1.42497
C  2.77937  -2.30056  -1.41324
C  1.79051  -2.59912  -0.49034
C  1.40472  -1.64944  0.44429
C  0.26227  -1.92996  1.38954
N  -1.04254  -1.64889  0.80473
C  -1.26530  -0.24975  0.49060
C  -2.66532  -0.02249  -0.00544
C  -2.95176  0.99630  -0.90672
C  -4.26274  1.17348  -1.31843
N  -5.26590  0.41945  -0.90369
C  -4.99337  -0.55081  -0.04729
C  -3.72125  -0.81327  0.43347
C  2.00583  -0.39637  0.43937
H  -0.01714  3.41595  0.65388
H  1.23478  3.07980  1.94521
H  1.53840  2.63398  -1.07021
H  3.91805  2.97968  0.01974
H  3.33649  1.90062  1.30803
H  4.13700  -0.80326  -2.14154
H  3.08665  -3.04430  -2.13338
H  1.32163  -3.57262  -0.49193
H  0.35443  -1.32132  2.29375
H  0.26245  -2.98435  1.67903
H  -1.16126  -2.20575  -0.03767
H  -0.54790  0.15341  -0.24533
H  -1.13071  0.31819  1.42069
H  -2.16652  1.63684  -1.28083
H  -4.52546  1.95558  -2.01927
H  -5.84163  -1.14482  0.26777
H  -3.53732  -1.61320  1.13240
H  1.69621  0.32938  1.17462

- E_LUMO (eV) = 0.75
- max |F| (Eh/bohr) = 0.0108
- orbital gap (eV) = 9.3
- ΔE to the lowest compared entry with this formula, charge and spin (kcal per mole) = 57.19

3.
Molecular formula: C5H11NO2S2
Method: DFT, ωB97M-V/def2-TZVPD

Geometry (Å):
C  -2.93164  1.01983  0.33093
C  -1.42400  1.28619  0.15964
C  -0.74134  0.01654  -0.59123
N  0.71829  0.09368  -0.66402
C  1.33829  0.13131  0.67209
C  2.59962  -0.73714  0.80103
S  2.56359  -2.00814  -0.56684
O  1.47638  -3.04201  -0.31817
S  1.56767  -0.44486  -1.98506
O  0.69857  -1.13276  -2.90062
H  -2.99348  0.28854  1.16216
H  -3.61765  1.89519  0.48627
H  -3.37282  0.59445  -0.57402
H  -0.94124  1.21332  1.17800
H  -1.22771  2.27506  -0.20711
H  -0.96980  -0.93124  -0.11197
H  -1.06821  -0.14074  -1.55956
H  0.66566  -0.19024  1.42878
H  1.49526  1.19421  0.80662
H  3.53775  -0.13057  0.66581
H  2.62681  -1.25063  1.78727

- E_LUMO (eV) = 0.33
- max |F| (Eh/bohr) = 0.0517
- orbital gap (eV) = 8.5
- ΔE to the lowest compared entry with this formula, charge and spin (kcal per mole) = 51.50

4.
Molecular formula: C22H31BeF4N2O3P
Method: DFT, ωB97M-V/def2-TZVPD

Geometry (Å):
Be  -0.10120  -0.26996  -1.13273
C  -1.78060  0.07054  -3.17703
N  -1.79400  -0.06826  -1.72563
C  -2.79500  -1.05556  -1.35593
C  -2.06070  1.20054  -1.07103
C  -0.85980  2.11464  -1.25233
N  0.33270  1.29544  -1.36073
C  1.44760  1.93414  -1.77463
C  2.55670  1.19084  -2.23643
F  2.50800  -0.15506  -2.14823
C  3.66910  1.76664  -2.81313
F  4.66050  0.98174  -3.27173
C  3.78060  3.13924  -2.95673
C  2.75360  3.90454  -2.44043
F  2.84030  5.24564  -2.51433
C  1.63340  3.33644  -1.85713
F  0.71980  4.20594  -1.34873
H  -2.73110  0.46984  -3.54643
H  -1.60480  -0.90496  -3.62363
H  -0.97620  0.73014  -3.48523
H  -3.79010  -0.75186  -1.69853
H  -2.80840  -1.17156  -0.27703
H  -2.53420  -2.01206  -1.80093
H  -2.19210  1.00004  -0.00893
H  -2.96860  1.67944  -1.46253
H  -0.80790  2.80334  -0.40103
H  -0.97500  2.71584  -2.16503
H  4.63110  3.58484  -3.44063
C  0.36680  -4.81446  -1.64153
C  0.18830  -4.26776  -0.38523
C  0.15410  -2.89376  -0.22693
C  0.29150  -1.98976  -1.28623
C  0.50390  -2.58996  -2.53583
C  0.52840  -3.96386  -2.71983
H  0.38570  -5.88636  -1.77833
H  0.07970  -4.90716  0.47937
H  0.01580  -2.51176  0.77067
H  0.66380  -1.95986  -3.39973
H  0.66740  -4.37596  -3.71043
C  -1.58710  2.13964  4.48317
C  -0.17780  2.13954  3.90267
O  0.15370  0.93274  3.24277
P  -0.10510  0.71894  1.61147
O  -1.44100  -0.20956  1.60017
C  -1.69690  -1.25196  2.53977
C  -3.04440  -1.02866  3.21207
O  0.95450  -0.48646  1.43117
C  2.35980  -0.28426  1.32947
C  3.06760  -1.07476  2.41997
H  -1.74900  3.06904  5.02507
H  -1.71120  1.31064  5.17707
H  -2.32490  2.06384  3.68677
H  0.55050  2.24924  4.71357
H  -0.06870  2.98544  3.21497
H  -0.89260  -1.29216  3.27657
H  -1.71030  -2.19736  1.98847
H  -2.99160  -0.21916  3.93257
H  -3.33940  -1.93856  3.72587
H  -3.80120  -0.78266  2.47047
H  2.59210  0.78204  1.40877
H  2.66370  -0.63496  0.34007
H  2.75220  -0.71646  3.39687
H  4.14460  -0.96876  2.31937
H  2.80330  -2.12526  2.33147

- E_LUMO (eV) = 0.57
- max |F| (Eh/bohr) = 0.0326
- orbital gap (eV) = 8.3
- ΔE to the lowest compared entry with this formula, charge and spin (kcal per mole) = 17.46

5.
Molecular formula: C14H13F6MoN2O5SbSe2
Method: DFT, ωB97M-V/def2-TZVPD

Geometry (Å):
Mo  -0.06121  0.03016  0.00838
O  -1.99958  0.53982  -3.80330
C  -1.62391  -0.10710  -2.77079
O  -0.69930  0.25579  -2.01403
C  -2.39348  -1.38758  -2.52524
O  -1.99915  -1.98390  -1.31508
C  -1.17038  -3.13114  -1.35502
C  0.22237  -2.85768  -0.77949
O  1.13647  -3.60375  -0.74530
O  0.27770  -1.59466  -0.27340
H  -1.60924  1.41984  -3.98493
H  -2.29180  -2.06252  -3.38682
H  -3.46548  -1.12840  -2.44855
H  -1.05812  -3.54246  -2.36677
H  -1.63590  -3.90830  -0.72661
Se  1.61048  2.30779  2.21886
Se  3.19437  0.94562  1.17411
C  3.04954  1.79014  -0.56711
C  4.05229  2.58141  -1.10143
C  3.78744  3.24464  -2.29648
C  2.53694  3.10622  -2.87769
C  1.61133  2.25265  -2.28438
N  1.87220  1.59801  -1.15964
C  0.69757  0.79419  2.96732
C  0.43835  0.76001  4.32777
C  0.02581  -0.43832  4.90382
C  -0.02846  -1.56430  4.09062
C  0.19964  -1.42948  2.72866
N  0.49078  -0.25687  2.13339
H  5.00030  2.69084  -0.59275
H  4.54199  3.87480  -2.74755
H  2.27840  3.64058  -3.78061
H  0.62920  2.10921  -2.71222
H  0.58792  1.64493  4.93311
H  -0.17839  -0.49726  5.96494
H  -0.26311  -2.53815  4.49531
H  0.17086  -2.30448  2.09079
F  -0.35839  1.68203  0.25957
Sb  -2.84613  -0.55006  0.94681
F  -1.91909  0.97110  2.12805
F  -3.71931  -0.80902  2.59581
F  -2.78978  0.95896  -0.57238
F  -4.32778  -1.13871  -0.10022
F  -1.97397  -2.36461  1.32045

- multiplicity = 2
- E_LUMO (alpha / beta) (eV) = -13.75 / -13.70
- total charge = +3
- max |F| (Eh/bohr) = 0.1022
- orbital gap (alpha / beta) (eV) = 5.6 / 5.5
- ΔE to the lowest compared entry with this formula, charge and spin (kcal per mole) = 152.85

6.
Molecular formula: C26H56Li3O23
Method: DFT, ωB97M-V/def2-TZVPD

Geometry (Å):
Li  -22.64585  -17.55629  25.78713
Li  -23.09308  -20.46367  25.70951
Li  -17.75084  -20.22735  19.55473
C  -25.64023  -18.46204  28.22613
C  -26.44582  -18.99361  29.24493
C  -26.28150  -20.43217  29.69132
O  -26.90066  -20.90952  30.68423
C  -25.30186  -21.22182  29.09959
C  -24.47583  -20.73437  28.03853
C  -24.71291  -19.27103  27.54777
O  -24.00322  -18.82852  26.59338
O  -23.58006  -21.44646  27.53356
O  -27.30456  -18.22745  29.73537
H  -25.85202  -17.47450  27.84166
H  -25.08363  -22.19773  29.50692
C  -19.74256  -16.83335  22.85762
C  -19.06396  -17.72647  22.08081
C  -19.48412  -19.19131  22.09194
O  -18.92083  -20.00481  21.26475
C  -20.45413  -19.66281  22.92234
C  -21.06611  -18.76985  23.91090
C  -20.74251  -17.22865  23.80752
O  -21.30015  -16.46067  24.60618
O  -21.79376  -19.18867  24.79980
O  -18.04583  -17.33608  21.40195
H  -19.47954  -15.79433  22.73458
H  -20.83580  -20.67221  22.93016
C  -22.08195  -14.45593  21.78058
O  -23.32458  -14.22385  21.13384
C  -23.76298  -12.88490  21.14134
C  -25.13756  -12.74854  20.51573
O  -26.06902  -13.21270  21.48853
C  -27.39851  -12.90562  21.10764
H  -22.22876  -14.53937  22.85931
H  -21.28074  -13.75868  21.52610
H  -21.80502  -15.42598  21.36855
H  -22.98050  -12.31211  20.63225
H  -23.89384  -12.52178  22.16866
H  -25.07572  -13.39898  19.63410
H  -25.35500  -11.74065  20.15956
H  -27.60067  -13.04559  20.04320
H  -27.79352  -11.91104  21.34400
H  -28.06560  -13.55863  21.67198
C  -24.05739  -17.37561  22.07842
O  -24.22581  -17.84613  23.39057
C  -25.29053  -17.21896  24.10551
C  -24.99822  -15.84837  24.68565
O  -24.00925  -15.91775  25.69650
C  -23.45085  -14.65614  26.01246
H  -24.87694  -17.66572  21.41536
H  -23.15423  -17.84450  21.67116
H  -23.80850  -16.31378  22.02489
H  -25.60670  -17.92496  24.87362
H  -26.16101  -17.13769  23.44509
H  -25.95325  -15.39706  24.97289
H  -24.58549  -15.15360  23.94152
H  -24.21135  -13.90959  26.25018
H  -22.81141  -14.30101  25.19899
H  -22.81317  -14.78802  26.88452
C  -22.56620  -23.13496  24.84888
O  -21.62915  -22.28178  25.46878
C  -20.33247  -22.86563  25.45479
C  -19.35420  -21.87783  26.07342
O  -19.69350  -21.64003  27.42538
C  -19.13474  -20.51210  28.04378
H  -22.53650  -24.13487  25.28718
H  -22.43037  -23.11755  23.76007
H  -23.58798  -22.79709  25.02431
H  -20.11046  -22.98236  24.39053
H  -20.29120  -23.76342  26.07635
H  -19.50353  -20.90656  25.58059
H  -18.29623  -22.12832  25.97066
H  -18.05721  -20.59765  28.21889
H  -19.60322  -20.49901  29.02845
H  -19.39847  -19.59453  27.50910
O  -17.64580  -18.25959  19.03341
H  -18.41961  -18.01687  18.51049
H  -17.77084  -17.79500  19.89333
O  -15.76827  -18.82086  22.19714
H  -16.63834  -18.39645  22.28685
H  -15.67468  -19.35597  22.99296
O  -19.80505  -15.44195  19.16295
H  -19.03499  -14.86897  19.09508
H  -19.54575  -16.12160  19.80039
O  -17.24535  -21.72289  23.27019
H  -18.02402  -21.39138  22.79675
H  -16.63486  -21.98532  22.57534
O  -19.73477  -14.15690  24.75083
H  -19.00124  -14.17451  24.12490
H  -20.22980  -14.98691  24.59068
O  -24.13209  -20.59946  23.92595
H  -23.99116  -21.17655  23.17057
H  -24.18471  -19.69741  23.55056
O  -20.77445  -22.09775  20.34810
H  -20.24781  -21.44247  20.84050
H  -21.55857  -22.23706  20.88592
C  -20.30737  -16.53200  27.40840
O  -21.36630  -17.49787  27.43169
H  -19.85190  -16.46594  28.39673
H  -19.62560  -16.61910  26.56675
H  -20.73539  -15.53168  27.28366
H  -21.45933  -17.81992  28.33013
C  -15.51408  -15.19705  22.73688
O  -16.84136  -15.31590  23.23138
H  -15.54031  -14.72782  21.75091
H  -14.92985  -14.71866  23.52194
H  -15.01428  -16.16484  22.60681
H  -17.28006  -15.90549  22.59890

- E_LUMO (eV) = 0.45
- total charge = -1
- max |F| (Eh/bohr) = 0.0611
- orbital gap (eV) = 3.9
- ΔE to the lowest compared entry with this formula, charge and spin (kcal per mole) = 29.16

7.
Molecular formula: C5H12N2O
Method: DFT, ωB97M-V/def2-TZVPD

Geometry (Å):
C  -1.08482  1.95675  -1.27109
N  0.28056  1.76034  -0.74658
C  0.50425  0.47460  -0.03227
C  0.73502  -0.63993  -1.05317
N  2.07097  -1.32660  -0.71695
C  -0.70798  0.16151  0.82978
C  -0.50488  -0.93950  1.78152
O  -1.42579  -1.73810  1.76755
H  -1.54908  2.93205  -0.96570
H  -1.05011  1.72514  -2.39307
H  -1.96142  1.38321  -0.93286
H  0.68377  2.57825  -0.28634
H  1.51836  0.59963  0.54596
H  0.00438  -1.42308  -1.00405
H  0.91146  -0.08095  -2.01279
H  2.07914  -2.25367  -1.09327
H  2.76440  -0.77002  -1.21497
H  -0.85136  1.11250  1.36244
H  -1.71746  0.06554  0.26871
H  0.46401  -1.08051  2.30162

- E_LUMO (eV) = 0.99
- max |F| (Eh/bohr) = 0.0609
- orbital gap (eV) = 9.8
- ΔE to the lowest compared entry with this formula, charge and spin (kcal per mole) = 78.36

8.
Molecular formula: C25H41F6N5O14P2S3
Method: DFT, ωB97M-V/def2-TZVPD

Geometry (Å):
C  -2.12825  -0.96571  -3.83214
C  -2.53387  -0.43755  -2.65789
C  -1.75736  -0.32482  -1.37285
C  -0.26249  0.08080  -1.36825
P  0.90245  -1.28069  -2.01879
N  -0.09318  -2.65573  -1.85001
O  0.98253  -1.18899  -3.66304
C  0.07178  0.00828  0.21500
N  0.12571  -1.28472  0.78299
C  -0.62765  -1.57044  2.00745
C  -2.13049  -1.72613  1.77969
C  -2.47783  -3.08168  1.13421
C  1.21266  1.01596  0.51099
C  1.26621  1.25037  2.03212
C  2.06927  0.23646  2.83062
C  1.66499  0.27309  4.29377
O  1.02189  1.17140  4.76052
O  2.04247  -0.78418  5.02947
N  2.50882  0.51468  0.09417
C  3.48691  1.22125  0.07147
S  4.73244  2.17062  0.13211
N  0.70835  2.17252  -0.30878
C  -0.02268  3.25901  0.40600
C  0.31832  4.64525  -0.08463
O  -0.50126  5.48777  -0.23573
O  1.66780  4.89780  -0.31275
C  2.43595  5.10791  0.83040
C  3.69833  5.84423  0.53170
O  2.09332  4.70628  1.90168
C  0.07850  1.57675  -1.61466
C  -1.11886  2.41793  -2.09700
O  -1.29886  2.14838  -3.45654
C  -2.26120  2.98675  -4.09599
O  -1.78778  3.34175  -5.33652
C  -1.88979  2.28935  -6.30107
C  -0.52650  1.73956  -6.67875
O  -0.73372  0.40402  -7.12661
P  1.25822  1.78763  -3.15818
C  1.59444  3.60247  -3.19548
O  2.75351  1.19427  -2.74093
H  -1.23468  -0.66503  -4.36677
H  -2.76222  -1.69670  -4.32838
H  -3.56004  -0.07001  -2.60017
H  -1.83152  -1.30472  -0.90120
H  -2.30225  0.37732  -0.73091
H  -0.05009  -3.21889  -2.69281
H  0.21214  -3.21830  -1.06564
H  1.92336  -1.11578  -3.86668
H  -0.78842  0.50469  0.68348
H  1.02854  -1.73363  0.73602
H  -0.26442  -2.52309  2.39037
H  -0.46586  -0.84898  2.82041
H  -2.54607  -0.89842  1.20217
H  -2.58099  -1.70671  2.77273
H  -1.57511  -3.62171  0.85431
H  -3.06768  -3.69012  1.80956
H  -3.05237  -2.92878  0.21618
H  0.25182  1.35594  2.41465
H  1.72730  2.22854  2.21461
H  3.12574  0.52508  2.80319
H  2.03078  -0.79246  2.48159
H  2.92412  -1.09032  4.78055
H  1.51285  2.66470  -0.71450
H  -1.10101  3.13477  0.37598
H  0.24576  3.29154  1.46160
H  3.96994  5.66610  -0.50976
H  3.54239  6.91670  0.63155
H  4.50085  5.46698  1.15669
H  -0.90733  3.49125  -2.00277
H  -2.02254  2.20727  -1.51544
H  -2.43948  3.89577  -3.51468
H  -3.19701  2.42065  -4.16701
H  -2.49586  1.45434  -5.94271
H  -2.37620  2.71493  -7.17892
H  -0.07496  2.32012  -7.49054
H  0.15371  1.78421  -5.82350
H  0.12160  -0.02140  -7.23451
H  2.38547  3.87849  -2.48946
H  0.70881  4.21371  -3.04587
H  1.99883  3.79419  -4.18907
H  3.40468  1.89391  -2.59129
C  -1.30433  -8.16463  6.32703
F  -1.49650  -9.45729  6.05931
F  -2.40218  -7.69065  6.92228
F  -0.29045  -8.06010  7.19037
S  -0.94778  -7.26064  4.76286
O  -2.12877  -7.41575  3.96212
O  0.26285  -7.84392  4.25942
N  -0.77406  -5.82436  5.42146
S  -0.42819  -4.59778  4.51053
O  -1.47581  -4.16103  3.62149
O  0.90355  -4.57035  3.95892
C  -0.39658  -3.32240  5.83538
F  0.53759  -3.58415  6.75117
F  -1.56603  -3.21387  6.46639
F  -0.10899  -2.14116  5.27045

- E_LUMO (eV) = -1.45
- max |F| (Eh/bohr) = 0.0558
- orbital gap (eV) = 6.8